# C26H62N8O9S

9 unconnected molecules or ions with the total composition C26H62N8O9S at a distorted geometry (wB97M-V/def2-TZVPD, the OMol25 dataset).

Results
* energy relative to the best compared isomer or geometry (same formula, charge and spin): 0.00 kJ/mol
* HOMO level: -8.74 eV
* orbital gap: 8.82 eV

Geometry (Å):
S -0.1552 -1.5317 1.5760
O -0.9843 2.4244 1.6479
O 0.5011 -2.7851 1.0533
O 1.3732 1.0661 -1.7532
O 1.4175 5.4661 4.2712
O 2.9545 -4.3461 -2.9340
O -1.5201 -5.5894 -5.0465
O -3.3691 0.9116 -5.0738
O -4.7083 -1.9120 -1.1703
O 6.4250 3.6834 3.9188
N 0.1429 3.7997 0.2669
N -2.4151 -4.5679 -3.2727
N 4.9502 1.9452 4.0798
N 1.7536 3.3540 5.0412
N 1.4590 -4.3829 -1.2252
N -2.9851 -0.0962 -3.1020
N -5.4603 -2.8434 0.7235
N 3.2848 2.3141 -1.8127
C 6.6508 2.2533 5.7889
C 5.9602 2.7336 4.5178
C 2.1202 4.6342 4.8427
C -5.5733 -1.9777 -0.2921
C -3.7906 0.5330 -3.9900
C 0.9276 -0.1407 1.0962
C -4.5086 -3.9437 0.7580
C -6.7477 -1.0515 -0.2790
C -1.5006 -1.1906 0.4039
C -5.1577 0.9664 -3.5113
C 4.1466 2.1917 2.8973
C -0.9388 3.0755 0.6208
C -2.1828 -5.6671 -4.0108
C 3.4526 5.0810 5.3980
C 2.3862 -3.7850 -2.0079
C -2.0933 3.0322 -0.3969
C 1.4302 3.7882 0.9228
C 2.7137 -2.3636 -1.5635
C 1.3274 3.1033 -2.9913
C -1.5246 -0.0618 -3.1497
C 3.9552 1.5498 -0.7763
C 0.7949 -5.6464 -1.4797
C -1.9273 -3.2267 -3.5502
C -2.8215 -6.9582 -3.6124
C 0.4792 2.8532 4.5365
C 1.9848 2.0531 -2.0941
H 4.7789 0.9322 -1.1455
H -2.3778 -1.4258 1.0180
H -7.5666 -1.4706 0.3063
H 1.3117 -4.0151 -0.2928
H 3.2245 -1.8279 -2.3625
H -1.6730 2.9068 -1.3963
H -3.4542 -3.6804 0.6830
H -1.5537 -2.0159 -0.3110
H 1.4112 4.2360 1.9158
H -7.0118 -0.9938 -1.3365
H -5.9542 0.4462 -4.0501
H -5.3494 0.9338 -2.4440
H 1.9942 3.9026 -3.3085
H -0.1224 2.4842 5.3729
H 0.4927 3.4444 -2.3823
H 4.2501 5.0403 4.6534
H -1.0965 -0.6024 -2.3166
H -2.7256 3.9160 -0.3728
H -2.9627 -4.6704 -2.4346
H 1.8136 2.7657 0.9213
H -5.2236 1.9602 -3.9595
H 1.9056 -0.4451 0.7313
H 7.6387 1.8919 5.5083
H 0.1684 -5.8229 -0.6022
H -2.7235 -2.5846 -3.1794
H -6.1715 -2.8179 1.4330
H -0.0819 4.4559 -0.4631
H 3.4190 6.1282 5.6848
H 0.1390 -5.6537 -2.3480
H -0.0874 3.7043 4.1728
H 0.5434 2.0390 3.8200
H 2.4550 2.6621 5.2404
H -3.3753 -0.5582 -2.2938
H 1.8333 -1.7808 -1.3087
H 6.0547 1.5798 6.4128
H 3.1327 1.8310 3.0454
H -1.5494 -2.9947 -4.5375
H -6.5620 -0.0438 0.0848
H 1.5195 -6.4637 -1.4876
H 1.0581 0.3608 2.0602
H 4.6279 1.7282 2.0308
H -3.6527 -7.1342 -4.2986
H -4.6906 -4.5232 -0.1512
H 0.9452 2.6454 -3.9024
H 4.0935 3.2328 2.5766
H 3.2803 0.9844 -0.1490
H 2.1408 4.3215 0.2906
H -4.6538 -4.5844 1.6208
H -2.2339 -7.8704 -3.6574
H 4.5057 2.3056 -0.1978
H -1.6014 -0.2356 -0.0987
H 4.7081 1.1426 4.6315
H -1.0797 -2.9950 -2.8922
H -1.3546 1.0052 -2.9474
H 6.8701 3.0247 6.5328
H -1.1963 -0.2780 -4.1638
H 3.6893 4.4626 6.2681
H 3.7949 2.9132 -2.4322
H -2.6366 2.1254 -0.1452
H 3.4134 -2.4881 -0.7336
H 0.4969 0.5864 0.4146
H -3.2150 -6.8682 -2.5939


# C26H62NiO30

A molecular structure, C26H62NiO30 at a distorted geometry (wB97M-V/def2-TZVPD, the OMol25 dataset).

Results
* energy relative to the best compared isomer or geometry (same formula, charge and spin): 0.00 kJ/mol
* <S²>: 2.00
* HOMO level (alpha / beta): -9.77 / -9.94 eV
* orbital gap (alpha / beta): 10.08 / 10.24 eV
* spin multiplicity: 3

Geometry (Å):
Ni -26.2957 -6.5433 -1.2388
O -24.7157 -10.7520 -3.9683
O -23.8198 -7.0079 -4.5705
O -28.0006 -5.3513 -3.7208
O -23.5688 -7.4157 3.9793
O -24.8892 -2.6829 -0.8368
O -18.5848 -6.7852 3.7115
O -30.2483 -4.8101 -2.3492
O -21.8510 -12.9568 -2.2755
O -21.3337 -11.0372 -3.3444
O -31.3231 -5.8960 -0.7162
O -19.9131 -6.8853 2.0081
O -23.9853 -8.1300 -2.6726
O -23.6468 -5.3119 4.7486
O -26.8607 -6.4410 0.7245
O -25.6316 -8.4880 -0.8327
O -28.0221 -10.9165 3.1843
O -28.3235 -7.8844 2.7668
O -25.0953 -5.3704 0.0464
O -25.0580 -6.7026 5.5893
O -28.1892 -9.2180 -3.2796
O -28.3728 -9.4876 -1.1452
O -32.2723 -5.7432 -2.6346
O -24.3870 -2.7236 1.9209
O -27.2879 -4.6985 -1.6351
O -25.8801 -5.0428 2.1718
O -18.4247 -8.5507 2.2638
O -28.2503 -3.2479 -3.1668
O -22.1814 -12.7412 -4.4435
O -25.2566 -6.3612 -3.0594
O -27.9251 -7.4307 -1.9615
C -18.9746 -7.5299 2.6410
C -28.1410 -4.9213 -5.0698
C -25.9035 -5.5773 0.9493
C -27.4533 -8.6407 -4.4211
C -30.2026 -5.8247 0.0500
C -25.1840 -8.1119 6.0146
C -32.2484 -5.3034 -4.0537
C -24.0668 -6.5756 4.6706
C -28.7571 -7.4776 4.0181
C -20.5860 -7.5983 0.9948
C -27.8350 -4.4347 -2.7750
C -31.2508 -5.4209 -1.9488
C -24.9583 -11.4772 -2.7503
C -25.0902 -1.6451 2.3634
C -28.1545 -8.5955 -2.1141
C -28.7303 -9.0713 0.1421
C -22.2000 -12.0423 -5.6820
C -20.8515 -10.4278 -2.1250
C -21.7689 -12.2933 -3.2709
C -24.8895 -8.8261 0.3646
C -28.2109 -2.3025 -2.0549
C -22.6212 -5.0881 3.8458
C -17.4375 -7.3170 4.3776
C -29.1450 -11.7978 3.0955
C -24.3943 -7.1821 -3.3876
C -23.6824 -2.3544 -1.5629
H -21.2614 -8.2999 1.4646
H -28.0842 -8.2548 0.5047
H -24.3615 -11.0594 -1.9098
H -26.8371 -7.8185 -4.0450
H -29.0560 -4.3302 -5.2238
H -27.3068 -1.7805 -2.0344
H -24.7327 -12.5766 -2.9162
H -32.7694 -6.0813 -4.6622
H -22.8987 -11.2289 -5.5533
H -27.7468 -7.2928 2.2531
H -23.6287 -2.8201 -2.4760
H -25.2935 -1.8692 3.4137
H -24.9500 -9.9300 0.3965
H -28.7396 -9.9053 0.8205
H -25.1899 -3.5482 -0.9843
H -19.9103 -10.9127 -1.7678
H -29.0101 -1.6124 -2.2261
H -21.1551 -6.8412 0.3839
H -23.8831 -8.3829 0.3793
H -24.2091 -9.9429 -3.6445
H -24.5045 -0.7249 2.2700
H -23.6981 -1.2494 -1.6940
H -17.3641 -6.8609 5.3409
H -19.8624 -8.1782 0.3847
H -17.4245 -8.3908 4.5590
H -23.0112 -5.2464 2.8827
H -29.8241 -11.6458 3.9219
H -16.5331 -7.0959 3.8561
H -24.2081 -8.6529 6.1418
H -21.2183 -11.6344 -5.8104
H -26.1043 -1.4487 2.0014
H -30.4815 -6.1755 1.0029
H -25.3270 -8.4333 1.2675
H -21.6357 -10.6349 -1.3655
H -25.7224 -8.0729 6.9267
H -21.7166 -5.6571 3.9568
H -25.9467 -11.3764 -2.4004
H -24.9618 -8.5108 -1.5438
H -29.8054 -4.7836 0.2012
H -24.4810 -2.7177 0.9459
H -25.8245 -8.6810 5.3052
H -26.8913 -9.4334 -4.8570
H -25.2619 -4.3047 2.1523
H -29.6428 -6.8802 3.9258
H -20.7997 -9.3094 -2.1656
H -29.7102 -8.6314 0.1445
H -29.3450 -6.4266 -0.3000
H -23.1330 -7.7124 -4.6703
H -22.4544 -12.7666 -6.4535
H -27.2624 -4.2287 -5.2610
H -28.4556 -2.9340 -1.2363
H -31.2469 -5.1042 -4.4028
H -22.8065 -2.7343 -1.0648
H -32.8288 -4.4365 -4.0714
H -27.9618 -6.7920 4.4342
H -28.8874 -8.2982 4.6918
H -28.0314 -5.7310 -5.6931
H -28.6504 -12.8517 3.0853
H -22.3049 -4.0123 3.8001
H -28.2615 -8.2778 -5.0462
H -28.3455 -10.0274 3.0702
H -29.7535 -11.6910 2.1311


# C26H64N2O7

7 unconnected molecules or ions with the total composition C26H64N2O7 at a distorted geometry (wB97M-V/def2-TZVPD, the OMol25 dataset).

Results
* energy relative to the best compared isomer or geometry (same formula, charge and spin): 59.65 kJ/mol
* HOMO level: -8.38 eV
* SMILES: CC1(C)CCCC(C)(C)N1O.CC1(C)CCCC(C)(C)N1O.CCO.CCO.CCO.CO.CO
* orbital gap: 8.67 eV

Geometry (Å):
O -5.5409 -1.9027 4.8779
O -3.6580 0.7538 -2.3291
O 2.0104 0.9977 -5.1756
O 3.6603 -2.5581 1.8190
O -1.8539 -5.6074 -0.2949
O -2.5219 2.6038 1.9225
O -1.8623 0.6683 0.0638
N 1.3059 1.0192 -3.9382
N 2.7683 -1.4594 1.9643
C 1.5268 -2.6871 3.8227
C 2.2914 3.3110 -3.5853
C 1.2552 0.1338 -1.6609
C 0.5407 -0.7223 2.6272
C 0.4385 2.4582 -2.1203
C 3.4512 -0.3199 2.5948
C 1.0895 1.5415 -1.1049
C 2.4628 0.8320 2.4589
C -3.1102 0.6300 -4.6879
C -3.1900 -2.1653 4.5807
C 3.8645 -0.6296 4.0483
C -2.7644 0.1505 -3.2921
C 0.0485 3.0130 -4.4932
C 1.4712 -1.9371 2.4716
C -3.0606 3.6252 1.0875
C -4.4648 -1.5655 4.0166
C 1.0588 2.4000 -3.5198
C -2.5499 -0.5471 0.3370
C -1.9465 4.4976 0.4934
C 1.9499 0.0954 -3.0164
C 1.1768 0.5522 3.2046
C 3.4676 0.3010 -2.8119
C 0.8668 -2.8441 1.4161
C 1.8088 -1.3347 -3.5288
C 4.6913 0.0285 1.7640
C -2.5143 -4.3732 -0.0679
H -2.2353 1.9033 1.3144
H -3.3683 1.6899 -4.6879
H 2.9146 1.8060 2.6521
H 2.3040 -3.4469 3.7933
H -2.2843 0.9972 -0.7430
H 4.7211 -0.0477 4.3893
H 3.8295 -0.4286 -2.0896
H -0.2028 -3.0001 1.5610
H -2.3689 0.4137 -5.4532
H -0.2063 4.0396 -4.2276
H -3.6975 4.2511 1.7096
H 3.5518 -2.8311 0.9031
H -2.2833 -3.7090 -0.9074
H 2.8211 3.2309 -4.5322
H -4.5777 -2.0495 3.0302
H 0.5044 1.5112 -0.1882
H -2.5953 -1.1722 -0.5628
H 0.2558 -0.3130 -1.7390
H -3.6030 -4.4594 -0.1720
H -0.8355 2.3859 -4.5964
H -2.9468 -1.6687 5.5261
H 1.3405 0.7201 -5.8076
H -4.4730 0.2448 -2.3172
H 0.5456 -3.1551 3.9492
H -1.7527 0.4118 -2.9899
H -2.1386 -1.1635 1.1311
H 5.2056 0.8508 2.2593
H 1.6186 -2.0018 4.6607
H 0.9259 -2.3775 0.4193
H -3.5981 -0.3252 0.5714
H 1.8124 -0.4766 -0.9456
H 2.0888 1.9524 -0.9245
H 3.0561 -0.4153 4.7459
H -3.2645 -3.2308 4.7745
H -2.2990 5.1426 -0.3110
H 1.2527 0.5152 4.2923
H -1.0859 3.8988 0.1901
H -4.0473 0.1395 -4.9790
H 0.5061 3.1179 -5.4839
H 1.4021 -3.7798 1.2376
H 0.7998 -1.7634 -3.5910
H 0.4511 1.3489 3.0082
H 2.1994 -1.4737 -4.5404
H -1.5618 5.1391 1.2931
H 2.0083 4.3590 -3.4532
H 0.0841 -0.4689 1.6641
H 3.6914 1.2902 -2.4234
H -1.7626 -6.0456 0.5547
H 2.1733 0.8306 1.4021
H -0.6339 2.2715 -2.2330
H 4.0882 -1.6919 4.1333
H -2.1944 -3.9032 0.8601
H -4.4267 -0.4923 3.8209
H -2.9009 -0.9327 -3.2463
H 5.3727 -0.7854 1.5323
H -0.3037 -0.9659 3.2814
H -3.6324 3.1718 0.2687
H 2.3359 -2.0145 -2.8539
H 3.0006 3.1269 -2.7772
H 3.9843 0.1929 -3.7645
H -2.3591 -1.9175 3.9151
H 4.3244 0.3608 0.7835
H -6.2491 -1.2634 4.7712
H 0.5508 3.4968 -1.8014


# C26H65BaN4O9Zn

A molecular structure, C26H65BaN4O9Zn at a distorted geometry (wB97M-V/def2-TZVPD, the OMol25 dataset).

Results
* energy relative to the best compared isomer or geometry (same formula, charge and spin): 0.00 kJ/mol
* HOMO level: -13.12 eV
* total charge: +3
* orbital gap: 2.26 eV

Geometry (Å):
Ba 1.4795 2.8104 1.8835
Zn 0.5403 -0.8547 3.1324
O -0.0588 0.3848 1.6333
O 4.8324 -1.4952 -4.3029
O 6.2114 0.5615 -0.0715
O -6.5805 1.7135 -0.9109
O -3.7650 5.6804 2.6461
O 1.3595 -2.5277 4.1592
O 1.3807 -3.7899 -2.4031
O 0.8598 2.7481 -0.8100
O -2.3755 -3.8197 1.0545
N -6.5111 4.0351 0.7209
N 2.3611 -1.1305 -3.1600
N 3.6659 1.6345 0.1319
N -0.3407 -2.4369 2.2550
C 0.6059 -3.5765 2.1065
C -1.6057 -2.6836 2.9928
C 2.0163 2.3619 -1.5900
C -2.4315 -3.8975 2.4765
C -6.6781 2.7186 1.3013
C 2.8200 1.1937 -0.9906
C -0.1831 3.4113 -1.4928
C 1.2018 -3.8097 3.4854
C 4.7909 2.4550 -0.3851
C -2.1281 0.9741 0.5016
C -0.8195 0.2357 0.4526
C 2.6576 -0.3935 -4.3778
C -2.3219 -5.0640 0.3400
C -7.2797 1.7461 0.3250
C -4.3707 4.7155 1.8151
C 4.1512 -0.3058 -4.6912
C -4.3548 5.7327 3.9387
C 2.4200 -2.4889 5.1721
C 0.9717 -1.6224 -3.1604
C 4.6453 -2.5810 -5.1849
C -5.8614 5.0558 1.4682
C 1.8668 -4.5768 -1.3459
C -5.1843 1.6691 -0.8242
C 5.9727 1.6244 -0.9545
C 0.7592 -2.5844 -2.0136
C 7.3993 -0.1385 -0.4648
H 1.7604 2.1477 -2.6292
H 5.7389 1.2790 -1.9668
H 2.1809 0.3904 -0.6116
H -4.8202 0.8456 -0.2064
H -1.7512 -4.8119 -0.5516
H -3.5224 5.8899 4.6289
H 2.6964 -4.0868 -0.8232
H -0.2436 0.3780 -0.4634
H -4.6838 1.6191 -1.7966
H -6.3783 5.1185 2.4347
H -7.4629 0.7163 0.6464
H 6.7598 2.3841 -0.9623
H 7.7538 -0.7202 0.3847
H -6.6833 4.1029 -0.2658
H -3.4387 -3.5996 2.7867
H 1.1521 -2.1046 -1.1066
H 4.2452 0.9211 0.5814
H 5.4569 -3.2967 -5.0718
H 1.3154 -3.2712 1.3399
H 2.5975 -1.4638 5.4729
H -4.8934 2.6911 -0.5315
H -2.3169 -1.8617 3.0431
H -5.0496 6.5576 4.0917
H -0.3162 -2.7732 -1.9133
H 0.3646 -0.7211 -3.0083
H -8.2870 2.1012 0.0835
H -0.5984 2.9110 -2.3723
H 3.3284 -2.9195 4.7500
H -4.2895 3.7259 2.2812
H 7.2242 -0.7614 -1.3421
H 8.2294 0.5418 -0.6748
H 4.6483 -2.2775 -6.2385
H 2.0917 -3.1629 5.9607
H -2.6503 0.9323 -0.4591
H 0.0570 -4.4594 1.7844
H 3.6832 -3.0630 -4.9623
H 2.5584 3.3083 -1.6736
H -2.8619 0.6309 1.2277
H 4.5148 0.5352 -4.1013
H -2.2554 -4.8869 2.8953
H -7.3574 2.8596 2.1515
H 2.2760 0.6395 -4.3978
H 0.6130 -2.0607 -4.0954
H 2.1439 -4.3498 3.4382
H -3.3363 -5.3614 0.0710
H 4.5046 3.1886 -1.1383
H 5.2791 3.0513 0.3922
H -4.8348 4.8019 4.2512
H 2.0955 -5.6006 -1.6264
H 2.1356 -0.7868 -5.2663
H -5.7428 6.0386 1.0176
H 4.3246 -0.2252 -5.7630
H 3.3302 0.6883 -1.8139
H 2.9448 -1.9564 -3.3027
H 0.4372 -4.3061 4.0835
H -1.8627 -5.9266 0.8302
H -3.8743 4.6843 0.8400
H 1.0709 -4.6917 -0.5907
H -5.7066 2.3422 1.6479
H -1.9948 2.0629 0.5728
H -0.0058 4.4608 -1.7323
H -1.0878 3.4245 -0.8738
H -1.1740 -0.8109 0.4297
H -0.7875 -2.3827 1.3256
H -1.3636 -2.9553 4.0300